Entry 1:
The following is a quantum chemistry calculation of C48H37FeN3OP2S as an isolated structure in a non-equilibrium geometry, from the OMol25 dataset.

The geometry in ORCA input format:
```
! RIJCOSX wB97M-V def2-TZVPD def2/J DEFGRID3
* xyz 2 1
Fe 1.389 -0.738 0.167
O 1.610 0.313 3.454
S 1.829 0.478 2.018
C 3.486 0.063 1.493
C 4.507 1.010 1.544
C 5.763 0.694 1.067
C 6.001 -0.557 0.505
C 4.992 -1.500 0.461
C 3.707 -1.235 0.970
P 2.712 -2.815 1.133
C 1.702 -2.706 2.648
C 0.315 -2.773 2.722
C -0.314 -2.788 3.961
C 0.439 -2.732 5.124
C 1.825 -2.683 5.053
C 2.458 -2.691 3.821
C 1.616 -2.857 -0.369
C 1.973 -2.153 -1.539
C 1.270 -2.386 -2.738
C 0.230 -3.280 -2.779
C -0.120 -3.985 -1.616
C 0.555 -3.785 -0.434
C 1.747 2.193 1.603
C 1.798 3.111 2.639
C 1.827 4.460 2.305
C 1.819 4.852 0.971
C 1.750 3.905 -0.045
C 1.692 2.553 0.266
P 1.494 1.256 -0.984
C 2.773 1.517 -2.217
C 3.980 0.834 -2.083
C 5.020 1.066 -2.971
C 4.853 1.985 -3.999
C 3.652 2.669 -4.138
C 2.610 2.439 -3.251
C -0.081 1.654 -1.786
C -1.070 2.381 -1.131
C -2.311 2.562 -1.729
C -2.566 2.025 -2.984
C -1.578 1.308 -3.647
C -0.340 1.121 -3.050
H 4.316 1.991 1.962
H 6.560 1.423 1.133
H 6.985 -0.809 0.129
H 5.206 -2.493 0.084
H -0.290 -2.826 1.827
H -1.393 -2.851 4.012
H -0.053 -2.746 6.088
H 2.417 -2.658 5.958
H 3.542 -2.678 3.779
H 2.913 -1.617 -1.607
H 1.599 -1.888 -3.643
H -0.298 -3.465 -3.705
H -0.924 -4.709 -1.648
H 0.294 -4.372 0.438
H 1.826 2.775 3.667
H 1.867 5.206 3.088
H 1.854 5.903 0.718
H 1.723 4.227 -1.080
H 4.115 0.127 -1.277
H 5.955 0.531 -2.865
H 5.660 2.168 -4.696
H 3.524 3.383 -4.941
H 1.675 2.971 -3.374
H -0.888 2.804 -0.149
H -3.077 3.129 -1.216
H -3.531 2.174 -3.450
H -1.769 0.899 -4.631
H 0.427 0.564 -3.577
N -5.597 -0.154 1.383
C -6.908 -0.278 0.959
C -8.126 -0.056 1.609
C -9.255 -0.293 0.866
C -9.190 -0.736 -0.477
C -7.988 -0.950 -1.101
C -6.824 -0.714 -0.360
N -5.493 -0.852 -0.738
C -4.813 -0.512 0.319
C -3.348 -0.525 0.340
C -2.670 -0.915 -0.812
C -1.300 -0.920 -0.817
N -0.552 -0.562 0.245
C -1.207 -0.210 1.366
C -2.582 -0.170 1.445
H -5.297 0.160 2.288
H -8.184 0.283 2.634
H -10.225 -0.139 1.318
H -10.112 -0.909 -1.015
H -7.930 -1.289 -2.127
H -3.232 -1.200 -1.691
H -0.760 -1.199 -1.708
H -0.622 0.053 2.237
H -3.030 0.142 2.380
*
```

## Properties
HOMO-LUMO gap (spin up / spin down) = 6.148 / 6.166 eV
total energy = -120681.044 eV

Mulliken atomic charge list, values in e, 2 entries:
1 Fe 0.4680
2 O -0.8822

Entry 2:
The following is a quantum chemistry calculation of C48H37FeN4O11P2S as an isolated structure in a non-equilibrium geometry, from the OMol25 dataset.

The geometry in ORCA input format:
```
! RIJCOSX wB97M-V def2-TZVPD def2/J DEFGRID3
* xyz -1 5
Fe -21.571 -8.361 -1.573
C -22.786 -16.080 -1.138
C -23.173 -14.729 -0.660
C -22.831 -14.339 0.674
C -22.963 -13.016 1.097
C -23.275 -12.016 0.198
C -23.648 -12.369 -1.097
C -23.633 -13.706 -1.506
S -22.922 -10.365 0.657
O -21.519 -10.363 1.088
O -23.918 -9.945 1.622
N -23.023 -9.500 -0.756
C -24.262 -9.043 -1.235
C -25.519 -9.692 -1.287
C -26.659 -8.884 -1.343
C -26.592 -7.462 -1.323
C -25.372 -6.807 -1.346
C -25.134 -5.405 -1.150
C -23.874 -4.866 -1.266
C -22.869 -5.680 -1.701
N -23.058 -7.039 -1.793
C -24.242 -7.625 -1.578
H -22.600 -16.729 -0.279
H -21.854 -16.028 -1.757
H -23.498 -16.498 -1.825
H -22.470 -15.050 1.386
H -22.651 -12.682 2.077
H -23.836 -11.628 -1.887
H -23.907 -13.932 -2.525
H -25.557 -10.797 -1.302
H -27.651 -9.320 -1.446
H -27.498 -6.874 -1.382
H -26.009 -4.809 -0.845
H -23.682 -3.857 -0.958
H -21.836 -5.329 -1.886
O -20.800 -6.165 -4.890
C -20.881 -7.252 -4.314
O -20.585 -7.361 -3.041
C -21.489 -8.469 -4.969
C -21.471 -8.412 -6.372
C -21.747 -9.543 -7.087
C -22.208 -10.731 -6.556
C -22.419 -10.636 -5.202
C -22.065 -9.556 -4.266
O -22.231 -9.692 -3.017
N -23.256 -11.723 -4.662
O -22.963 -12.895 -4.869
O -24.256 -11.297 -3.986
N -21.621 -9.489 -8.537
O -21.651 -8.286 -8.992
O -21.505 -10.494 -9.225
H -21.224 -7.490 -6.905
H -22.443 -11.652 -7.143
O -19.935 -9.395 -1.316
P -18.434 -9.045 -1.306
C -18.192 -7.431 -0.530
P -19.603 -6.640 0.423
O -20.921 -6.967 -0.238
C -19.818 -7.174 2.093
C -18.802 -7.911 2.755
C -18.972 -8.261 4.116
C -20.000 -7.702 4.869
C -20.991 -6.938 4.186
C -20.999 -6.824 2.818
C -19.132 -4.942 0.525
C -18.306 -4.544 1.570
C -17.625 -3.294 1.430
C -17.871 -2.512 0.298
C -18.818 -2.854 -0.667
C -19.402 -4.092 -0.559
C -17.414 -9.062 -2.771
C -17.574 -8.085 -3.808
C -16.459 -7.723 -4.558
C -15.288 -8.512 -4.440
C -15.299 -9.686 -3.722
C -16.388 -9.999 -2.925
C -17.695 -10.211 -0.110
C -16.274 -10.425 0.020
C -15.774 -11.453 0.824
C -16.645 -12.252 1.513
C -18.031 -11.996 1.462
C -18.526 -10.928 0.754
H -17.960 -6.739 -1.375
H -17.278 -7.544 0.127
H -17.973 -8.346 2.215
H -18.221 -8.934 4.500
H -20.073 -7.889 5.933
H -21.797 -6.496 4.778
H -21.899 -6.492 2.282
H -18.210 -5.104 2.520
H -16.971 -2.880 2.139
H -17.306 -1.581 0.230
H -19.055 -2.243 -1.544
H -20.089 -4.400 -1.366
H -18.539 -7.552 -3.934
H -16.472 -6.872 -5.244
H -14.361 -8.177 -4.892
H -14.515 -10.435 -3.805
H -16.478 -10.914 -2.350
H -15.529 -9.829 -0.548
H -14.696 -11.533 0.901
H -16.288 -13.095 2.105
H -18.760 -12.643 2.002
H -19.590 -10.676 0.833
*
```

## Properties
HOMO-LUMO gap (spin up / spin down) = 5.897 / 5.437 eV
relative energy (zero: lowest compared OMol25 entry of this formula, charge and spin) = 73.3 kcal/mol
total energy = -142657.502 eV

Mulliken atomic charge list, values in e, 2 entries:
1 Fe 0.5426
2 C -1.3852

Entry 3:
The following is a quantum chemistry calculation of C48H39BCrF4N7O5S2 as an isolated structure, from the OMol25 dataset.

The geometry in ORCA input format:
```
! RIJCOSX wB97M-V def2-TZVPD def2/J DEFGRID3
* xyz -1 5
Cr -1.257 -1.200 0.456
C 0.931 3.804 4.628
C -0.142 3.087 3.860
C -0.465 3.487 2.566
C -1.459 2.842 1.848
C -2.132 1.778 2.434
C -1.815 1.347 3.712
C -0.821 2.005 4.416
S -3.496 1.064 1.574
O -3.644 1.789 0.335
O -4.641 1.058 2.455
N -3.003 -0.464 1.333
C -3.882 -1.349 0.758
C -5.215 -1.080 0.391
C -5.922 -2.071 -0.246
C -5.312 -3.295 -0.544
C -3.988 -3.449 -0.197
N -3.282 -2.517 0.449
H 1.899 3.678 4.137
H 1.014 3.424 5.647
H 0.729 4.876 4.681
H 0.066 4.315 2.110
H -1.724 3.163 0.850
H -2.352 0.515 4.149
H -0.569 1.679 5.419
H -5.661 -0.123 0.607
H -6.950 -1.889 -0.536
H -5.840 -4.088 -1.055
H -3.457 -4.359 -0.457
C -1.379 -4.773 1.574
S -0.183 -3.581 2.152
C -0.210 -4.013 3.885
O -0.898 -2.239 2.186
H -0.974 -5.771 1.743
H -1.485 -4.608 0.504
H -2.326 -4.619 2.087
H 0.154 -5.033 4.009
H -1.228 -3.908 4.258
H 0.452 -3.317 4.395
C -1.455 -5.343 -3.113
C -2.076 -4.107 -3.016
C -1.560 -3.112 -2.196
C -0.404 -3.325 -1.437
C 0.221 -4.580 -1.556
C -0.295 -5.566 -2.377
N 0.093 -2.355 -0.551
C 1.475 -2.124 -0.639
C 2.132 -2.130 -1.882
C 3.475 -1.813 -1.986
C 4.218 -1.468 -0.863
C 3.587 -1.463 0.370
C 2.245 -1.803 0.483
H -1.854 -6.112 -3.761
H -2.969 -3.899 -3.593
H -2.048 -2.148 -2.163
H 1.128 -4.764 -0.991
H 0.213 -6.521 -2.443
H 1.564 -2.359 -2.774
H 3.942 -1.814 -2.964
H 5.262 -1.198 -0.951
H 4.135 -1.186 1.264
H 1.789 -1.795 1.461
C 6.254 1.404 3.007
C 5.287 2.582 3.197
C 6.000 3.873 2.786
C 4.937 2.699 4.686
C 4.037 2.313 2.356
C 3.865 2.890 1.096
C 2.786 2.580 0.265
C 1.874 1.672 0.741
O 0.775 1.142 0.128
B 0.233 0.212 1.031
O 0.986 0.239 2.222
C 2.013 1.110 1.999
C 3.080 1.397 2.816
H 7.159 1.548 3.603
H 6.542 1.306 1.958
H 5.786 0.467 3.314
H 6.834 4.062 3.466
H 5.326 4.731 2.825
H 6.414 3.810 1.779
H 5.839 2.926 5.259
H 4.522 1.773 5.087
H 4.215 3.499 4.860
H 4.590 3.603 0.732
H 2.673 3.029 -0.713
H 3.164 0.910 3.779
F -2.539 -0.317 -3.999
C -2.455 0.824 -4.704
C -2.829 0.788 -6.012
F -3.256 -0.383 -6.503
C -2.787 1.924 -6.864
C -2.329 3.098 -6.209
C -1.959 3.132 -4.899
F -1.550 4.305 -4.396
C -1.986 1.994 -4.054
C -1.597 2.017 -2.699
C -1.624 0.876 -1.877
N -1.620 0.006 -1.124
C -1.100 3.165 -2.019
N -0.651 4.051 -1.435
F -2.254 4.241 -6.905
C -3.159 1.886 -8.221
C -3.111 3.019 -9.081
N -3.121 3.900 -9.824
C -3.614 0.709 -8.879
N -4.001 -0.198 -9.475
*
```

## Properties
HOMO-LUMO gap (spin up / spin down) = 6.623 / 5.146 eV
relative energy (zero: lowest compared OMol25 entry of this formula, charge and spin) = 19.4 kcal/mol
total energy = -132718.906 eV

Mulliken atomic charge list, values in e, 2 entries:
1 Cr -0.3390
2 C -1.2357

Entry 4:
The following is a quantum chemistry calculation of C48H39BaCl5N7O2 as an isolated structure in a non-equilibrium geometry, from the OMol25 dataset.

The geometry in ORCA input format:
```
! RIJCOSX wB97M-V def2-TZVPD def2/J DEFGRID3
* xyz 1 1
Ba -0.261 -0.112 0.116
C -2.222 1.941 -2.031
C -1.866 1.308 -3.352
C -0.456 1.096 -3.669
C 0.001 1.163 -4.978
C 1.347 0.974 -5.270
C 2.151 0.687 -4.207
C 1.656 0.678 -2.910
N 0.332 0.897 -2.614
N -2.745 1.051 -0.967
C -3.229 1.900 0.064
C -3.625 1.157 1.326
C -4.606 1.691 2.178
C -4.839 1.094 3.392
C -4.174 -0.094 3.711
C -3.294 -0.596 2.755
N -2.959 0.076 1.639
C -3.776 0.125 -1.381
C -3.255 -1.276 -1.732
C -4.140 -2.264 -2.101
C -3.691 -3.477 -2.515
C -2.325 -3.783 -2.359
C -1.527 -2.731 -1.935
N -1.942 -1.519 -1.651
H -2.974 2.713 -2.197
H -1.386 2.536 -1.592
H -2.347 1.877 -4.150
H -2.408 0.351 -3.474
H -0.723 1.338 -5.797
H 1.774 1.069 -6.284
H 3.206 0.552 -4.284
H 2.297 0.486 -2.050
H -4.121 2.560 -0.229
H -2.455 2.614 0.349
H -5.188 2.561 1.910
H -5.565 1.626 4.040
H -4.423 -0.690 4.592
H -2.736 -1.514 2.833
H -4.280 0.530 -2.268
H -4.504 -0.004 -0.574
H -5.199 -2.044 -2.066
H -4.353 -4.274 -2.863
H -1.878 -4.744 -2.666
H -0.454 -2.844 -1.851
C -0.101 -3.456 4.161
O -0.124 -2.079 4.621
C -0.189 -1.262 3.533
N -0.295 -1.850 2.408
C -0.337 -3.326 2.683
C 0.600 -4.084 1.754
C 0.132 -4.699 0.596
C 0.965 -5.258 -0.338
C 2.339 -5.325 -0.075
C 2.864 -4.679 1.079
C 1.983 -4.124 1.978
C -0.096 0.185 3.763
C -0.214 0.645 5.101
C -0.319 2.033 5.331
C -0.115 2.851 4.272
C -0.007 2.329 3.001
N -0.028 1.020 2.712
C 0.187 3.213 1.808
N 0.085 2.907 0.567
C 0.560 4.075 -0.202
C 0.797 5.164 0.822
O 0.575 4.479 2.085
C 1.800 3.795 -1.011
C 1.989 4.419 -2.226
C 3.132 4.179 -2.970
C 4.074 3.318 -2.469
C 3.889 2.684 -1.237
C 2.786 2.967 -0.473
H -0.838 -3.992 4.744
H 0.879 -3.870 4.431
H -1.372 -3.516 2.490
H -0.930 -4.777 0.346
H 0.572 -5.773 -1.193
H 3.071 -5.768 -0.761
H 3.903 -4.519 1.231
H 2.400 -3.668 2.884
H -0.382 -0.062 5.874
H -0.463 2.460 6.326
H -0.162 3.896 4.449
H -0.241 4.413 -0.880
H 0.147 6.038 0.744
H 1.808 5.519 0.794
H 1.186 5.060 -2.630
H 3.227 4.591 -3.941
H 4.905 3.090 -3.038
H 4.664 2.062 -0.800
H 2.609 2.455 0.481
Cl 2.652 -0.241 2.104
C 3.299 -1.066 0.612
C 2.427 -1.494 -0.357
C 3.021 -2.081 -1.451
Cl 1.932 -2.749 -2.641
C 4.360 -2.214 -1.685
Cl 4.973 -3.062 -3.051
C 5.256 -1.762 -0.670
Cl 6.936 -1.864 -0.901
C 4.700 -1.202 0.492
Cl 5.697 -0.712 1.837
*
```

## Properties
HOMO-LUMO gap = 7.047 eV
total energy = -128238.234 eV

Mulliken atomic charge list, values in e, 2 entries:
1 Ba 0.7102
2 C 0.0670